1.
85
Properties=species:S:1:pos:R:3:mulliken_charge:R:1 method="wB97M-V/def2-TZVPD" spin_multiplicity=2 lumo_ev="0.2 / -3.3" orbital_gap_ev="7.90 / 4.30"
Y -0.11 1.26 0.92 1.3439
C 0.82 0.93 -2.24 -1.4314
N 0.14 1.98 -1.46 1.4012
C -1.19 2.27 -2.01 -1.4996
C -2.15 1.10 -1.88 -0.8035
N -2.27 0.56 -0.49 1.9238
C -2.19 -0.93 -0.53 -1.2429
C -3.53 0.90 0.14 -0.6646
C -4.72 0.77 -0.57 -0.3124
C -5.95 1.05 0.01 -0.9458
C -6.03 1.46 1.33 -0.6595
C -4.87 1.56 2.07 -0.6123
C -3.61 1.28 1.50 0.9698
S -2.27 1.38 2.55 -0.3025
C 0.89 3.23 -1.36 0.3325
C 1.94 3.51 -2.22 -0.3566
C 2.65 4.69 -2.11 -0.9409
C 2.31 5.60 -1.12 -0.6210
C 1.27 5.32 -0.25 -0.8901
C 0.54 4.13 -0.34 0.5919
S -0.78 3.88 0.82 -0.4349
H 0.82 1.16 -3.31 0.4002
H 0.31 -0.03 -2.10 -0.2221
H 1.84 0.81 -1.89 0.5982
H -1.10 2.53 -3.08 0.3257
H -1.59 3.13 -1.48 0.5514
H -1.85 0.27 -2.54 0.4400
H -3.12 1.45 -2.24 0.5747
H -2.99 -1.33 -1.17 0.5013
H -2.30 -1.33 0.47 0.3977
H -1.23 -1.25 -0.91 -0.1366
H -4.69 0.43 -1.60 0.4363
H -6.85 0.94 -0.58 0.3984
H -6.98 1.69 1.78 0.3950
H -4.90 1.86 3.11 0.4768
H 2.22 2.80 -2.99 0.3851
H 3.47 4.90 -2.78 0.4011
H 2.86 6.53 -1.01 0.3863
H 1.01 6.02 0.54 0.4277
O 1.54 -2.35 -0.33 -0.0046
N 2.44 -1.52 -0.96 -0.5119
C 3.10 -2.11 -1.87 -0.9852
C 3.05 -3.54 -2.26 0.7398
C 4.27 -4.21 -2.28 -0.8574
C 4.34 -5.55 -2.58 -0.5618
C 3.18 -6.25 -2.87 -0.8384
C 1.96 -5.59 -2.87 -0.3947
C 1.87 -4.23 -2.57 0.5524
P 0.25 -3.35 -2.68 0.8269
C -0.70 -4.16 -1.34 0.7239
C -2.09 -4.10 -1.40 -0.6208
C -2.87 -4.60 -0.36 -0.7812
C -2.26 -5.16 0.75 -0.5981
C -0.88 -5.21 0.82 -0.7437
C -0.10 -4.72 -0.21 -0.3457
C -0.44 -4.17 -4.17 0.4156
C -1.18 -5.35 -4.19 -0.0938
C -1.64 -5.89 -5.38 -0.7910
C -1.37 -5.25 -6.58 -0.4764
C -0.64 -4.07 -6.59 -0.5761
C -0.19 -3.53 -5.39 -0.5979
H 1.15 -1.78 0.36 0.2890
H 3.84 -1.48 -2.36 0.4809
H 5.17 -3.65 -2.05 0.4877
H 5.30 -6.06 -2.59 0.3958
H 3.21 -7.31 -3.10 0.4285
H 1.06 -6.14 -3.11 0.3670
H -2.58 -3.67 -2.27 0.5678
H -3.95 -4.56 -0.43 0.4326
H -2.87 -5.55 1.57 0.4046
H -0.40 -5.64 1.70 0.4399
H 0.98 -4.75 -0.14 0.3696
H -1.40 -5.86 -3.26 0.3825
H -2.21 -6.81 -5.37 0.4042
H -1.73 -5.67 -7.51 0.3790
H -0.42 -3.57 -7.52 0.3987
H 0.38 -2.61 -5.40 0.3704
F 0.08 -0.72 1.13 -0.7738
F 2.12 1.43 0.61 -0.4171
P 2.85 1.69 2.15 1.4700
F 2.70 3.24 1.87 -0.3576
F 2.79 0.12 2.35 -0.3715
F 3.35 1.93 3.62 -0.3396
F 1.21 1.72 2.70 -0.5168
F 4.28 1.63 1.49 -0.3538

2.
117
Properties=species:S:1:pos:R:3:mulliken_charge:R:1 method="wB97M-V/def2-TZVPD" lumo_ev=-0.5 orbital_gap_ev=8.55
O 10.31 -6.69 1.14 -0.5588
V 10.62 -5.15 0.93 0.3399
O 9.21 -4.39 0.88 -0.1364
N 12.70 -2.40 0.32 0.4709
O 11.76 -3.24 0.54 -0.2585
O 13.72 -2.78 -0.30 -0.6592
O 12.58 -1.23 0.72 -0.5919
C 5.60 -1.88 2.92 -0.3397
C 6.31 -3.22 2.86 0.5055
O 5.24 -4.01 2.28 -0.3415
S 4.55 -3.20 1.03 1.0427
O 3.12 -3.32 1.09 -0.6337
O 5.19 -3.39 -0.26 -0.4416
O 4.99 -1.77 1.64 -0.2971
H 6.28 -1.03 3.00 0.1860
H 4.84 -1.88 3.70 0.3671
H 6.63 -3.70 3.78 0.2688
H 7.09 -3.29 2.09 -0.3276
O 10.83 -4.29 2.93 0.7785
S 10.77 -3.45 4.09 1.0832
O 9.50 -3.04 4.65 -0.6480
O 11.71 -4.09 5.26 -0.2743
C 11.13 -5.10 6.12 0.0059
C 11.55 -4.85 7.54 -1.3067
C 11.84 -2.02 3.74 -0.9275
H 11.24 -6.10 5.69 0.3706
H 10.03 -5.03 6.07 0.1967
H 11.37 -3.80 7.76 0.2967
H 12.62 -5.06 7.55 0.3091
H 11.08 -5.52 8.26 0.3956
H 11.38 -1.53 2.89 0.2286
H 12.83 -2.46 3.64 0.2754
H 11.77 -1.41 4.64 0.4413
O 8.60 1.36 -4.19 -0.6305
S 7.86 0.13 -4.39 1.1596
O 8.06 -0.65 -5.59 -0.6512
O 8.18 -0.77 -3.09 -0.1478
C 7.87 -2.17 -3.17 -0.5155
C 8.97 -2.94 -2.46 -0.3882
C 6.08 0.41 -4.13 -0.7073
H 7.83 -2.52 -4.20 0.5889
H 6.92 -2.41 -2.68 0.1827
H 9.10 -2.66 -1.42 -0.2884
H 9.96 -2.79 -2.89 0.3288
H 8.86 -4.02 -2.47 0.1813
H 5.76 1.26 -4.73 0.4303
H 5.99 0.64 -3.07 0.0217
H 5.55 -0.43 -4.58 0.3253
O 8.01 -8.77 0.26 -0.6765
S 7.40 -7.60 -0.38 1.2405
O 8.18 -6.62 -1.07 -0.5790
O 6.20 -8.18 -1.34 -0.2516
C 6.48 -9.36 -2.09 -0.0036
C 5.47 -10.45 -1.95 -1.3365
C 6.34 -6.72 0.79 -0.8316
H 7.45 -9.79 -1.81 0.1553
H 6.56 -9.00 -3.12 0.3082
H 4.55 -10.34 -2.53 0.3369
H 5.24 -10.64 -0.90 0.3049
H 5.94 -11.37 -2.32 0.3687
H 5.77 -7.42 1.38 0.4040
H 5.67 -6.13 0.16 0.3965
H 6.99 -6.11 1.42 -0.0236
O 12.89 -5.95 1.48 -0.6504
S 14.28 -6.32 1.34 0.8588
O 14.83 -7.31 2.23 -0.6757
O 14.49 -6.87 -0.19 -0.2333
C 15.66 -7.64 -0.44 -0.2634
C 15.91 -7.73 -1.94 -1.0177
C 15.34 -4.85 1.27 -0.9008
H 15.45 -8.67 -0.14 0.2563
H 16.58 -7.26 0.02 0.4022
H 16.52 -8.62 -2.09 0.4308
H 16.42 -6.84 -2.29 0.3256
H 14.98 -7.80 -2.50 0.0436
H 16.38 -5.12 1.46 0.3920
H 14.96 -4.19 2.05 0.3219
H 15.18 -4.42 0.29 0.2430
O 10.74 -5.65 -3.54 -0.7490
S 11.65 -5.98 -2.48 1.3559
O 11.35 -5.60 -1.12 0.5591
O 11.84 -7.58 -2.40 -0.0654
C 11.39 -8.40 -3.51 -0.7972
C 9.96 -8.83 -3.25 -0.7220
C 13.28 -5.36 -2.90 -0.8139
H 12.09 -9.24 -3.53 0.3287
H 11.54 -7.84 -4.43 0.4452
H 9.53 -9.54 -3.96 0.4887
H 9.35 -7.93 -3.21 0.1457
H 9.94 -9.25 -2.24 0.2340
H 13.75 -5.84 -3.76 0.3822
H 13.94 -5.46 -2.03 -0.0864
H 13.19 -4.27 -2.96 0.3839
C 7.16 -0.26 -0.22 -0.1770
C 6.83 1.08 -0.03 -0.5963
C 7.34 1.82 1.00 -0.8028
C 8.15 1.19 1.93 -0.5710
C 8.48 -0.16 1.80 -1.0355
C 8.08 -0.81 0.65 0.6370
H 6.74 -0.86 -1.01 0.6044
H 6.09 1.49 -0.72 0.2547
H 7.11 2.88 1.10 0.4016
H 8.42 1.76 2.82 0.3947
H 9.00 -0.70 2.59 0.7044
H 8.39 -1.85 0.73 0.0600
C 5.98 -7.99 4.61 -0.6499
C 6.70 -6.81 4.62 -0.4675
C 8.03 -6.77 4.27 -0.0409
C 8.63 -7.92 3.78 0.0392
C 7.90 -9.09 3.64 -0.6063
C 6.59 -9.15 4.13 -0.5069
H 4.98 -8.06 5.03 0.4362
H 6.16 -5.93 4.96 0.3333
H 8.54 -5.83 4.43 0.4273
H 9.66 -7.82 3.46 0.2960
H 8.33 -9.88 3.04 0.3317
H 6.05 -10.07 4.28 0.3889

3.
100
Properties=species:S:1:pos:R:3:mulliken_charge:R:1 method="wB97M-V/def2-TZVPD" charge=+1 lumo_ev=-3.6 orbital_gap_ev=6.93
Ta 1.98 1.94 -0.47 1.1993
S 3.07 3.74 0.65 -0.5385
C 1.94 4.63 1.71 0.7017
C 1.85 5.99 1.46 -0.8109
C 1.06 6.81 2.25 -0.6246
C 0.38 6.27 3.32 -0.6781
C 0.48 4.92 3.60 -0.7564
C 1.25 4.08 2.80 0.5234
S 1.13 2.36 3.16 -0.0187
C 2.85 1.78 3.16 -0.9660
C 2.83 0.37 2.64 0.1402
C 2.89 -0.63 3.59 -0.8842
C 2.83 -1.96 3.21 -0.7898
C 2.76 -2.23 1.86 -1.0870
C 2.74 -1.18 0.96 0.7413
C 2.74 -1.52 -0.50 -1.3373
S 1.35 -0.60 -1.17 0.9254
C 1.10 -1.27 -2.81 0.4467
C 0.49 -2.52 -2.77 -1.6716
C 0.18 -3.20 -3.93 -0.7919
C 0.42 -2.60 -5.15 -0.8586
C 0.98 -1.34 -5.20 -0.6918
C 1.34 -0.65 -4.04 0.8631
S 2.24 0.84 -4.33 -0.3314
N 2.71 0.13 1.31 1.0468
H 2.40 6.41 0.63 0.5062
H 1.00 7.86 2.03 0.4184
H -0.24 6.90 3.95 0.4068
H -0.04 4.50 4.44 0.4773
H 3.27 1.78 4.17 0.6915
H 3.46 2.41 2.52 0.1754
H 2.98 -0.36 4.63 0.5318
H 2.85 -2.75 3.94 0.5278
H 2.73 -3.24 1.49 0.5038
H 2.63 -2.60 -0.64 0.7007
H 3.66 -1.19 -0.99 0.3240
H 0.25 -2.96 -1.81 0.7569
H -0.28 -4.18 -3.88 0.3928
H 0.16 -3.10 -6.07 0.4081
H 1.15 -0.86 -6.15 0.5144
Br 0.96 4.48 -2.17 0.0760
C 1.63 3.35 -3.55 0.5190
C 2.74 3.91 -4.31 -0.8924
C 4.01 3.60 -4.00 0.6044
Br 5.40 4.39 -5.01 -0.1790
C 4.44 2.69 -2.91 -0.1422
C 5.72 2.19 -2.85 -0.5905
C 6.12 1.30 -1.84 -1.5189
C 5.22 0.91 -0.88 -0.2361
N 3.98 1.42 -0.96 1.0314
C 3.57 2.26 -1.88 0.3302
C 1.40 2.04 -3.33 -0.2244
O 0.79 1.63 -2.25 -0.7227
H 2.56 4.65 -5.09 0.4908
H 6.45 2.48 -3.59 0.3690
H 7.14 0.93 -1.83 0.4839
H 5.44 0.23 -0.07 0.6103
O -1.57 2.98 1.19 -0.6086
C -0.99 2.02 0.77 -0.6706
O 0.25 2.19 0.18 0.1799
C -1.39 0.58 0.73 1.3542
C -2.43 0.14 1.73 -1.0286
Ge -3.24 -1.53 1.11 1.4093
C -4.94 -1.84 2.00 0.3711
C -5.87 -0.82 2.12 -0.3114
C -7.09 -1.04 2.74 -0.7911
C -7.40 -2.29 3.24 -0.4510
C -6.48 -3.32 3.13 -0.7548
C -5.26 -3.09 2.52 -0.3104
C -3.45 -1.40 -0.82 -0.5942
C -2.39 -1.70 -1.67 1.0274
C -2.47 -1.50 -3.03 -0.0561
C -3.64 -0.99 -3.58 -0.8879
C -4.71 -0.70 -2.76 -0.7243
C -4.62 -0.89 -1.39 -0.5738
C -1.99 -3.00 1.43 -0.1106
C -0.99 -2.93 2.40 -0.3422
C -0.15 -4.00 2.65 -0.6285
C -0.29 -5.17 1.92 -0.5627
C -1.28 -5.27 0.95 -0.8186
C -2.12 -4.19 0.72 -0.0827
H -0.49 -0.03 0.80 -0.5067
H -1.76 0.43 -0.30 0.0069
H -3.21 0.90 1.86 0.6138
H -1.98 0.00 2.72 0.3616
H -5.66 0.17 1.74 0.2923
H -7.81 -0.23 2.82 0.4046
H -8.35 -2.46 3.73 0.3928
H -6.71 -4.29 3.53 0.4123
H -4.55 -3.91 2.44 0.2842
H -1.47 -2.09 -1.25 0.0448
H -1.63 -1.74 -3.67 0.1796
H -3.71 -0.84 -4.65 0.4259
H -5.63 -0.31 -3.19 0.4209
H -5.47 -0.67 -0.77 0.4342
H -0.87 -2.02 2.98 0.2160
H 0.60 -3.94 3.42 0.4880
H 0.36 -6.02 2.12 0.4394
H -1.39 -6.18 0.39 0.4571
H -2.88 -4.28 -0.05 0.5029

Max |F|, respectively: 0.030 0.049 0.026 hartree/bohr.